Below is a 10-piece molecular cluster, C40H80O16 overall in a non-equilibrium geometry, with properties calculated with wB97M-V/def2-TZVPD.

Properties
- 2S+1: 2
- LUMO level (alpha / beta): -2.428 / -8.516 eV
- <S²>: 0.75
- Net charge: +1
- Highest occupied orbital energy (alpha / beta): -10.945 / -10.945 eV
- Gap between HOMO and LUMO (alpha / beta): 8.52 / 2.43 eV

Last columns: bonded neighbours and bond lengths (Å).
Positions of all 136 atoms, in Å:
1 C -1.72 21.89 -20.59  C2 1.593, H8 1.090, H9 1.090, H10 1.090
2 C -1.47 20.31 -20.61  C1 1.593, O3 1.450, H11 1.090, H12 1.090
3 O -2.67 19.53 -20.37  C2 1.450, C4 1.424
4 C -3.24 19.55 -19.07  O3 1.424, O5 1.239, O6 1.386
5 O -2.92 20.31 -18.15  C4 1.239
6 O -4.34 18.71 -19.05  C4 1.386, C7 1.431
7 C -4.89 18.22 -20.28  O6 1.431, H13 1.090, H14 1.090, H15 1.090
8 H -0.78 22.43 -20.52  C1 1.090
9 H -2.32 22.13 -19.72  C1 1.090
10 H -2.40 22.20 -21.39  C1 1.090
11 H -0.71 20.09 -19.86  C2 1.090
12 H -1.03 20.10 -21.59  C2 1.090
13 H -4.10 17.72 -20.84  C7 1.090
14 H -5.24 19.10 -20.82  C7 1.090
15 H -5.67 17.47 -20.12  C7 1.090
16 C -2.56 19.31 -23.65  C17 1.530, H23 1.090, H24 1.090, H25 1.090
17 C -3.78 19.20 -24.58  C16 1.530, O18 1.437, H26 1.090, H27 1.090
18 O -5.00 18.77 -23.95  C17 1.437, C19 1.357
19 C -5.10 17.52 -23.43  O18 1.357, O20 1.222, O21 1.304
20 O -4.16 16.75 -23.30  C19 1.222
21 O -6.34 17.32 -23.07  C19 1.304, C22 1.418
22 C -6.81 16.09 -22.56  O21 1.418, H28 1.090, H29 1.090, H30 1.090
23 H -1.72 19.59 -24.28  C16 1.090
24 H -2.25 18.36 -23.20  C16 1.090
25 H -2.89 20.04 -22.92  C16 1.090
26 H -3.68 18.49 -25.39  C17 1.090
27 H -3.94 20.18 -25.04  C17 1.090
28 H -7.53 16.32 -21.77  C22 1.090
29 H -6.14 15.49 -21.93  C22 1.090
30 H -7.25 15.41 -23.29  C22 1.090
31 C -4.51 23.46 -15.91  C32 1.523, H38 1.090, H39 1.090, H40 1.090
32 C -3.46 23.90 -16.92  C31 1.523, O33 1.459, H41 1.090, H42 1.090
33 O -4.09 24.19 -18.20  C32 1.459, C34 1.321
34 C -3.35 24.67 -19.19  O33 1.321, O35 1.234, O36 1.328
35 O -2.16 24.99 -19.13  C34 1.234
36 O -4.13 24.79 -20.26  C34 1.328, C37 1.432
37 C -3.55 25.19 -21.50  O36 1.432, H43 1.090, H44 1.090, H45 1.090
38 H -5.44 24.03 -15.91  C31 1.090
39 H -4.02 23.34 -14.95  C31 1.090
40 H -4.85 22.46 -16.17  C31 1.090
41 H -2.66 23.15 -17.03  C32 1.090
42 H -3.04 24.86 -16.62  C32 1.090
43 H -2.61 24.67 -21.69  C37 1.090
44 H -3.38 26.27 -21.54  C37 1.090
45 H -4.26 25.13 -22.33  C37 1.090
46 C -5.59 22.03 -22.24  C47 1.547, C50 1.519, H51 1.090, H52 1.090
47 C -7.05 21.64 -22.56  C46 1.547, C48 1.518, H53 1.090, H54 1.090
48 C -7.47 20.75 -21.40  C47 1.518, O49 1.442, H55 1.090, H56 1.090
49 O -6.47 21.04 -20.41  C48 1.442, C50 1.443
50 C -5.62 22.16 -20.73  C46 1.519, O49 1.443, H57 1.090, H58 1.090
51 H -5.47 23.01 -22.70  C46 1.090
52 H -4.80 21.40 -22.64  C46 1.090
53 H -7.31 21.12 -23.48  C47 1.090
54 H -7.65 22.55 -22.63  C47 1.090
55 H -7.53 19.68 -21.62  C48 1.090
56 H -8.42 21.04 -20.97  C48 1.090
57 H -4.67 22.05 -20.21  C50 1.090
58 H -6.07 23.06 -20.31  C50 1.090
59 C 2.43 18.01 -21.99  C60 1.520, C63 1.565, H64 1.090, H65 1.090
60 C 1.25 17.12 -21.65  C59 1.520, C61 1.521, H66 1.090, H67 1.090
61 C 0.56 16.89 -22.99  C60 1.521, O62 1.413, H68 1.090, H69 1.090
62 O 0.69 18.17 -23.58  C61 1.413, C63 1.425
63 C 1.87 18.86 -23.18  C59 1.565, O62 1.425, H70 1.090, H71 1.090
64 H 3.26 17.45 -22.44  C59 1.090
65 H 2.76 18.60 -21.14  C59 1.090
66 H 0.67 17.70 -20.93  C60 1.090
67 H 1.44 16.17 -21.16  C60 1.090
68 H -0.51 16.74 -22.84  C61 1.090
69 H 1.06 16.13 -23.58  C61 1.090
70 H 1.70 19.87 -22.79  C63 1.090
71 H 2.59 18.92 -23.99  C63 1.090
72 C -1.46 22.94 -25.39  C73 1.499, C76 1.506, H77 1.090, H78 1.090
73 C -0.25 22.82 -24.51  C72 1.499, C74 1.526, H79 1.090, H80 1.090
74 C 0.13 24.28 -24.33  C73 1.526, O75 1.432, H81 1.090, H82 1.090
75 O -1.11 24.99 -24.35  C74 1.432, C76 1.493
76 C -1.91 24.38 -25.45  C72 1.506, O75 1.493, H83 1.090, H84 1.090
77 H -2.31 22.30 -25.14  C72 1.090
78 H -1.26 22.57 -26.39  C72 1.090
79 H 0.54 22.26 -25.01  C73 1.090
80 H -0.59 22.38 -23.57  C73 1.090
81 H 0.89 24.68 -25.01  C74 1.090
82 H 0.72 24.43 -23.42  C74 1.090
83 H -1.69 24.76 -26.45  C76 1.090
84 H -2.95 24.52 -25.18  C76 1.090
85 C 2.50 25.70 -21.25  C86 1.474, C89 1.528, H90 1.090, H91 1.090
86 C 1.25 25.27 -20.61  C85 1.474, C87 1.532, H92 1.090, H93 1.090
87 C 0.31 26.43 -20.94  C86 1.532, O88 1.445, H94 1.090, H95 1.090
88 O 1.19 27.57 -20.86  C87 1.445, C89 1.448
89 C 2.58 27.17 -20.82  C85 1.528, O88 1.448, H96 1.090, H97 1.090
90 H 2.41 25.44 -22.31  C85 1.090
91 H 3.36 25.10 -20.97  C85 1.090
92 H 1.32 25.16 -19.53  C86 1.090
93 H 0.95 24.23 -20.79  C86 1.090
94 H -0.50 26.44 -20.21  C87 1.090
95 H -0.13 26.25 -21.93  C87 1.090
96 H 2.98 27.28 -19.81  C89 1.090
97 H 3.20 27.63 -21.59  C89 1.090
98 C -3.03 14.99 -19.77  C99 1.502, C102 1.552, H103 1.090, H104 1.090
99 C -1.72 15.53 -20.28  C98 1.502, C100 1.487, H105 1.090, H106 1.090
100 C -0.77 14.44 -19.90  C99 1.487, O101 1.432, H107 1.090, H108 1.090
101 O -1.38 13.73 -18.82  C100 1.432, C102 1.376
102 C -2.70 13.58 -19.20  C98 1.552, O101 1.376, H109 1.090, H110 1.090
103 H -3.87 14.88 -20.45  C98 1.090
104 H -3.36 15.58 -18.92  C98 1.090
105 H -1.33 16.47 -19.89  C99 1.090
106 H -1.80 15.70 -21.35  C99 1.090
107 H 0.20 14.86 -19.64  C100 1.090
108 H -0.48 13.73 -20.68  C100 1.090
109 H -3.25 13.40 -18.28  C102 1.090
110 H -2.80 12.78 -19.93  C102 1.090
111 C -0.27 18.02 -17.32  C112 1.539, C115 1.553, H116 1.090, H117 1.090
112 C -1.37 17.14 -16.70  C111 1.539, C113 1.541, H118 1.090, H119 1.090
113 C -0.56 16.40 -15.63  C112 1.541, O114 1.414, H120 1.090, H121 1.090
114 O 0.34 17.38 -15.14  C113 1.414, C115 1.426
115 C 0.77 18.24 -16.19  C111 1.553, O114 1.426, H122 1.090, H123 1.090
116 H -0.58 18.99 -17.68  C111 1.090
117 H 0.31 17.48 -18.07  C111 1.090
118 H -1.81 16.41 -17.37  C112 1.090
119 H -2.17 17.72 -16.23  C112 1.090
120 H 0.06 15.59 -16.02  C113 1.090
121 H -1.17 16.07 -14.79  C113 1.090
122 H 1.83 18.12 -16.43  C115 1.090
123 H 0.64 19.27 -15.85  C115 1.090
124 C -6.18 13.91 -18.65  C125 1.547, C128 1.566, H129 1.090, H130 1.090
125 C -6.43 12.79 -19.68  C124 1.547, C126 1.551, H131 1.090, H132 1.090
126 C -7.76 13.26 -20.34  C125 1.551, O127 1.404, H133 1.090, H134 1.090
127 O -8.15 14.43 -19.67  C126 1.404, C128 1.438
128 C -7.57 14.57 -18.37  C124 1.566, O127 1.438, H135 1.090, H136 1.090
129 H -5.55 14.68 -19.09  C124 1.090
130 H -5.76 13.53 -17.72  C124 1.090
131 H -6.62 11.79 -19.29  C125 1.090
132 H -5.64 12.73 -20.44  C125 1.090
133 H -8.51 12.48 -20.22  C126 1.090
134 H -7.57 13.40 -21.40  C126 1.090
135 H -8.20 14.01 -17.67  C128 1.090
136 H -7.58 15.61 -18.05  C128 1.090